113
Properties=species:S:1:pos:R:3:forces:R:3:mulliken_charge:R:1 method="wB97M-V/def2-TZVPD" homo_ev=-9.72 charge=+1 lumo_ev=-2.7669 e_above_lowest_ev=1.161
Sc 0.170815 -0.352998 0.173969 -0.001 0.050 -0.017 -0.975
C -0.549697 1.202405 2.958961 0.014 -0.006 -0.012 -2.233
N 0.565544 0.397007 2.408700 -0.012 0.063 -0.018 0.101
C 1.916105 0.933567 2.595929 -0.011 0.004 0.008 -1.271
C 2.500887 1.346230 1.288713 -0.021 0.083 -0.068 0.059
N 1.928760 1.139133 0.122808 0.063 -0.071 0.002 0.937
C 2.833839 1.641641 -0.827469 -0.017 0.034 0.034 -0.701
C 2.772404 1.693660 -2.216097 0.023 -0.016 0.006 0.442
C 3.835230 2.261174 -2.890269 -0.026 0.001 -0.012 -1.323
C 4.946565 2.775157 -2.209042 0.012 0.004 0.012 -0.638
C 5.022991 2.734660 -0.831239 0.032 0.005 0.017 -1.214
C 3.948477 2.158705 -0.166976 -0.012 0.000 0.004 0.778
N 3.694911 1.956864 1.182482 0.055 0.016 0.018 -0.083
C -1.403312 1.904415 1.893851 -0.029 0.037 0.028 1.291
N -1.162712 1.439265 0.484143 -0.237 0.084 0.052 0.730
C -2.372367 2.858354 -0.693517 0.047 -0.037 -0.005 0.948
C -2.446229 3.335303 -2.095137 0.030 -0.028 0.036 -0.336
C -3.593531 3.783140 -2.601264 -0.010 0.013 -0.034 -0.625
C -4.817423 3.831650 -1.793551 -0.019 0.042 -0.011 -0.885
C -4.801185 3.583604 -0.486521 -0.009 -0.016 0.007 -1.622
C -3.535270 3.275602 0.259112 0.007 0.038 0.041 2.045
N -2.808282 1.645281 2.127673 0.027 0.035 -0.075 -0.287
H -0.169911 1.939543 3.670115 0.012 0.011 0.018 0.298
H -1.207964 0.529359 3.505061 -0.003 -0.032 0.001 0.696
H 0.521200 -0.516180 2.843805 -0.011 -0.027 -0.044 0.349
H 2.558335 0.168041 3.035398 0.006 -0.030 -0.009 0.542
H 1.914085 1.783522 3.282710 0.013 0.015 0.037 0.492
H 1.927153 1.304954 -2.756880 -0.004 -0.014 -0.011 0.576
H 3.809800 2.307520 -3.971552 -0.004 -0.003 0.018 0.534
H 5.760888 3.208432 -2.773712 -0.008 0.001 0.010 0.414
H 5.879770 3.127215 -0.299342 -0.019 -0.007 -0.013 0.456
H 4.309035 2.183260 1.947103 -0.002 0.007 -0.002 0.254
H -1.547147 3.308491 -2.698206 -0.024 0.010 0.003 0.132
H -3.640809 4.124988 -3.627961 -0.003 -0.010 0.018 0.448
H -5.746582 4.094928 -2.283870 0.015 -0.010 0.006 0.423
H -5.711117 3.650397 0.103367 0.035 0.007 -0.013 0.512
H -3.187460 2.218694 2.875487 0.000 -0.021 0.004 0.528
C -5.255979 -2.649499 -5.418893 0.016 0.001 0.018 -0.682
S -5.700613 -0.899652 -5.390877 -0.002 0.007 0.022 -0.094
C -4.148262 -0.122014 -5.923076 0.034 -0.010 0.024 -1.104
C -3.316829 0.466398 -4.785184 -0.014 0.012 -0.008 0.141
C -2.825322 -0.602077 -3.824437 0.018 0.140 -0.052 -0.412
N -2.092989 -0.027689 -2.670460 -0.047 -0.225 0.081 1.419
P -0.401187 -0.042043 -2.625408 0.014 -0.203 -0.009 1.200
C 0.098588 0.477989 -4.292097 0.002 0.117 0.042 1.327
C 0.268697 -0.439059 -5.326806 0.023 0.001 0.008 -1.312
C 0.545975 0.007261 -6.610979 -0.011 0.008 -0.010 -0.865
C 0.659299 1.366714 -6.869626 -0.004 -0.021 0.012 -0.815
C 0.505537 2.286324 -5.839978 -0.008 0.003 -0.010 -1.059
C 0.228476 1.841676 -4.557069 0.011 0.003 -0.017 0.013
C 0.155686 -1.778863 -2.534780 -0.135 -0.058 -0.253 0.537
C -0.706556 -2.843251 -2.269055 0.032 0.015 -0.004 -0.633
C -0.210173 -4.136257 -2.154057 -0.020 -0.009 0.009 -0.250
C 1.147531 -4.369975 -2.301122 0.005 -0.015 0.001 -0.933
C 2.014571 -3.316172 -2.569788 0.027 0.008 0.008 -0.710
C 1.525007 -2.028505 -2.687294 -0.014 -0.019 0.076 -0.475
P -2.600262 -0.308541 -1.028055 0.159 0.382 -0.100 0.798
C -4.343350 -0.715500 -1.153800 0.044 -0.157 0.026 0.435
C -5.297344 0.237623 -1.522510 0.056 0.016 0.039 -0.159
C -6.626942 -0.127633 -1.616899 -0.005 -0.035 -0.041 -1.084
C -7.009256 -1.443557 -1.362957 0.001 0.012 -0.008 -0.916
C -6.063645 -2.397450 -1.020586 0.006 -0.019 -0.019 -0.830
C -4.726690 -2.033775 -0.915572 -0.117 0.018 -0.037 -0.279
C -2.508661 1.355504 -0.210033 -0.207 0.062 0.056 -0.581
C -3.518315 1.823819 0.875631 0.044 0.042 0.005 -0.856
C -3.205938 4.376094 1.228780 0.016 -0.002 0.000 -1.163
C -2.007500 4.434347 1.802451 -0.015 -0.008 -0.013 -1.555
C -1.007409 3.374903 1.483914 -0.014 -0.029 -0.036 0.235
C -1.008596 2.871461 0.025815 0.001 -0.014 -0.023 -1.253
H -6.148879 -3.202029 -5.130840 0.003 0.007 -0.010 0.370
H -4.463750 -2.888188 -4.709982 0.000 0.006 0.003 0.081
H -4.963034 -2.958546 -6.421173 -0.004 0.005 0.006 0.328
H -4.417484 0.667499 -6.623979 -0.007 0.007 -0.001 0.466
H -3.574387 -0.861988 -6.487021 -0.004 0.015 0.007 0.458
H -3.911697 1.195033 -4.225972 -0.008 -0.029 -0.019 -0.055
H -2.461951 1.004659 -5.208170 -0.010 0.004 0.018 -0.074
H -2.173041 -1.306739 -4.347967 0.007 -0.039 0.001 0.658
H -3.678979 -1.170065 -3.456145 -0.018 0.002 0.024 0.186
H 0.191683 -1.501804 -5.133462 -0.004 0.004 0.006 0.498
H 0.675222 -0.710550 -7.410643 -0.002 0.014 0.009 0.470
H 0.875777 1.709254 -7.873227 -0.001 -0.003 0.014 0.448
H 0.605345 3.346263 -6.035571 -0.003 -0.015 0.000 0.527
H 0.126501 2.561002 -3.752782 0.002 -0.006 -0.010 0.318
H -1.770766 -2.678603 -2.151573 -0.031 0.011 -0.023 0.018
H -0.888302 -4.953389 -1.939967 0.016 0.012 0.006 0.550
H 1.536431 -5.373622 -2.191403 -0.005 0.015 0.001 0.407
H 3.075334 -3.501517 -2.674193 -0.012 0.004 0.003 0.452
H 2.211584 -1.211811 -2.888668 -0.006 0.000 -0.012 0.451
H -4.996232 1.257184 -1.735415 -0.036 -0.079 0.002 0.168
H -7.368319 0.606320 -1.905705 0.004 -0.001 0.006 0.521
H -8.052806 -1.722022 -1.440478 0.017 0.007 0.002 0.415
H -6.332057 -3.427215 -0.819917 -0.012 0.029 0.029 0.594
H -4.022148 -2.806332 -0.643369 0.134 -0.054 0.129 0.320
H -4.487875 1.329114 0.898951 -0.010 0.002 0.011 0.917
H -3.961401 5.126976 1.433136 0.018 -0.016 -0.003 0.551
H -1.750684 5.229723 2.490849 -0.003 -0.013 -0.013 0.419
H -0.002595 3.625711 1.825612 -0.001 -0.004 0.002 0.795
H -0.141979 3.093492 -0.595102 0.002 0.005 -0.004 0.320
O -4.474556 -4.883184 0.615135 -0.112 -0.065 0.089 -0.628
C -3.390906 -5.319087 1.063288 0.196 0.175 -0.400 0.204
O -2.885782 -6.438629 1.109772 -0.098 -0.141 0.114 -0.715
C -2.461865 -4.151650 1.461629 -0.061 0.002 0.124 0.138
C -2.995015 -2.939750 1.898241 -0.012 0.052 -0.071 -0.521
C -2.209744 -1.813856 1.885383 0.005 0.013 0.033 0.055
N -0.927117 -1.838903 1.475932 0.049 -0.073 -0.038 0.928
C -0.371649 -3.042671 1.220965 -0.014 0.027 -0.010 0.702
C -1.093664 -4.215425 1.225881 0.027 -0.024 0.042 -0.645
C 1.094202 -2.992707 0.852242 -0.031 -0.082 0.109 -0.089
O 1.814810 -3.947987 0.929248 0.023 -0.072 -0.064 -0.648
O 1.467751 -1.780176 0.469277 0.217 0.030 0.109 -0.426
H -4.047118 -2.881160 2.141846 -0.009 -0.004 -0.031 0.431
H -2.617957 -0.841601 2.142514 0.011 0.010 -0.006 -0.004
H -0.623295 -5.161002 0.988691 -0.019 0.012 -0.001 0.764